14
Properties=species:S:1:pos:R:3:lowdin_charge:R:1 method="wB97M-V/def2-TZVPD" homo_ev="-1.1 / -1.4" spin_multiplicity=2 e_lumo_ev="4.08 / 4.06" charge=-1 fmax_ev_per_a=1.61 orbital_gap_ev="5.16 / 5.43" relative_energy_kcal_mol=65.4 s_squared=0.760
C -1.825 0.460 0.521 -0.174
C -0.879 -0.273 -0.147 -0.551
C -0.286 -1.514 0.168 -0.243
C 1.936 1.157 -0.234 -0.070
H -2.177 1.388 0.095 -0.015
H -2.235 -0.009 1.407 0.005
H -0.390 0.181 -1.005 0.046
H 1.541 0.809 -1.178 0.004
H 0.704 -1.716 -0.228 -0.013
H -2.080 -1.895 -0.806 -0.008
H -0.574 -2.091 1.038 -0.012
H 2.922 1.599 -0.371 0.002
H 2.059 0.207 0.299 0.008
H 1.282 1.698 0.440 0.020

---

39
Properties=species:S:1:pos:R:3:lowdin_charge:R:1 method="wB97M-V/def2-TZVPD" homo_ev=-11.4 spin_multiplicity=1 e_lumo_ev=-4.69 charge=+1 fmax_ev_per_a=3.28 orbital_gap_ev=6.66
C 0.964 3.134 -1.525 -0.131
C 0.220 2.059 -0.732 -0.641
Br -0.916 3.054 0.561 0.821
C 1.231 1.074 -0.057 -0.561
Br 1.966 1.777 1.613 0.874
C 0.733 -0.382 0.135 -0.370
C -0.445 -0.811 -0.719 -0.101
C -1.808 -0.288 -0.236 -0.249
C -2.616 -1.277 0.628 -0.516
S -2.756 -0.809 2.381 0.744
O 0.327 -0.637 1.478 0.015
C 1.277 -1.274 2.203 -0.521
O 1.191 -1.616 3.365 0.179
O 2.385 -1.431 1.402 0.096
C 1.984 -1.310 0.065 -0.138
C 1.788 -2.710 -0.492 -0.409
F 0.811 -3.375 0.172 0.143
F 1.414 -2.638 -1.793 0.126
C 3.041 -3.595 -0.430 -0.290
F 3.195 -4.108 0.799 0.125
F 4.129 -2.850 -0.733 0.102
H 0.323 3.470 -2.327 0.083
H 1.831 2.702 -2.002 0.089
H 1.262 3.966 -0.909 0.067
H -0.433 1.546 -1.415 0.078
H 2.096 1.079 -0.690 0.084
H -0.507 -1.879 -0.808 0.110
H -0.285 -0.417 -1.718 0.126
H -1.729 0.665 0.259 0.001
H -2.390 -0.117 -1.135 0.114
H -3.616 -1.318 0.226 0.056
H -2.176 -2.257 0.551 0.071
H -2.475 0.492 2.255 -0.178
H 2.837 -0.925 -0.480 0.170
H 2.946 -4.396 -1.157 0.175
O -4.011 3.681 0.189 0.271
H -4.076 4.484 -0.361 0.189
H -4.645 3.705 0.932 0.192
H -3.066 3.533 0.505 0.004

---

13
Properties=species:S:1:pos:R:3:lowdin_charge:R:1 method="wB97M-V/def2-TZVPD" homo_ev=-4.1 spin_multiplicity=1 e_lumo_ev=4.22 charge=-1 fmax_ev_per_a=1.61 orbital_gap_ev=8.36 relative_energy_kcal_mol=23.0
C 0.520 -1.233 -2.342 -0.061
C 0.512 -0.447 -0.976 -0.786
O -0.170 -1.004 -0.078 -0.110
O 1.163 0.608 -0.960 -0.080
H 0.684 -2.300 -2.120 0.052
H 1.197 -0.789 -3.047 0.037
H -0.500 -1.280 -2.719 0.043
C -0.896 1.405 1.639 -0.205
O -1.053 0.391 2.610 -0.147
H -1.196 -0.426 2.094 0.065
H 0.111 1.842 1.676 0.074
H -1.171 1.077 0.645 0.056
H -1.539 2.290 1.854 0.061

---

Repeat the first record exactly.
14
Properties=species:S:1:pos:R:3:lowdin_charge:R:1 method="wB97M-V/def2-TZVPD" homo_ev="-1.1 / -1.4" spin_multiplicity=2 e_lumo_ev="4.08 / 4.06" charge=-1 fmax_ev_per_a=1.61 orbital_gap_ev="5.16 / 5.43" relative_energy_kcal_mol=65.4 s_squared=0.760
C -1.825 0.460 0.521 -0.174
C -0.879 -0.273 -0.147 -0.551
C -0.286 -1.514 0.168 -0.243
C 1.936 1.157 -0.234 -0.070
H -2.177 1.388 0.095 -0.015
H -2.235 -0.009 1.407 0.005
H -0.390 0.181 -1.005 0.046
H 1.541 0.809 -1.178 0.004
H 0.704 -1.716 -0.228 -0.013
H -2.080 -1.895 -0.806 -0.008
H -0.574 -2.091 1.038 -0.012
H 2.922 1.599 -0.371 0.002
H 2.059 0.207 0.299 0.008
H 1.282 1.698 0.440 0.020